No. 1
C41H104O11 | wB97M-V/def2-TZVPD

Values from the calculation:
structure (SMILES): CC(C)O.CC(C)O.CC(C)O.CCOCC.CCOCC.CCOCC.CCOCC.CCOCC.CCOCC.CCOCC.CCOCC
energy: -2452.0008 a.u.
strongest force on any atom: 2.4 eV/Å
gap between HOMO and LUMO: 0.3696 hartree

Each line ends with the Löwdin charge.
Atoms and positions in Å:
C -0.34577 -4.79229 -1.56571  -0.05
C 0.97363 -4.44895 -2.17574  -0.45
C 1.11369 -4.60410 -3.72322  -0.01
O 1.18245 -3.09361 -1.80863  -0.08
H -1.18196 -4.19080 -1.92221  0.08
H -0.31830 -4.66568 -0.48344  0.08
H -0.56899 -5.83805 -1.77705  0.09
H 1.70071 -5.03062 -1.60908  0.12
H 2.11085 -4.38944 -4.10754  0.06
H 0.37609 -3.98740 -4.23677  0.06
H 0.89354 -5.62770 -4.02633  0.08
H 2.12318 -2.96355 -1.94903  0.04
C 2.86132 -1.59803 2.38057  -0.05
C 2.19673 -2.93614 2.72505  -0.47
C 2.45399 -3.34453 4.18182  -0.05
O 0.80269 -2.67045 2.65431  -0.08
H 3.90364 -1.64387 2.69614  0.08
H 2.32493 -0.73062 2.76525  0.06
H 2.81629 -1.40376 1.30897  0.05
H 2.48347 -3.72079 2.02490  0.12
H 3.49839 -3.62052 4.32725  0.07
H 1.93506 -4.27423 4.41523  0.08
H 2.23232 -2.55124 4.89573  0.07
H 0.65001 -2.30229 1.78095  0.02
C -0.91558 0.26149 1.48882  -0.01
C -0.67400 -0.48252 0.15679  -0.45
C -0.11061 0.39500 -0.98232  -0.01
O 0.24427 -1.48395 0.33745  -0.06
H 0.03289 0.43757 1.99625  0.07
H -1.54184 -0.34846 2.13986  0.06
H -1.46460 1.18442 1.30205  0.06
H -1.64392 -0.85854 -0.16874  0.11
H 0.88420 0.81686 -0.83922  0.06
H -0.77952 1.23313 -1.17773  0.06
H -0.05426 -0.24331 -1.86407  0.07
H 0.47937 -1.90447 -0.49291  0.06
C 2.17714 2.17363 5.79527  -0.06
C 1.40169 1.07110 5.05194  -0.29
O 0.18038 0.91936 5.68194  -0.17
C -0.68510 -0.09960 5.22951  -0.24
C -1.80725 -0.46434 6.26473  -0.05
H 1.70735 3.15678 5.82386  0.06
H 2.41152 1.85876 6.81214  0.07
H 3.14755 2.39213 5.34956  0.07
H 1.25688 1.48245 4.05298  0.09
H 1.95992 0.13490 5.04865  0.11
H -1.22560 0.27022 4.35819  0.08
H -0.04849 -0.96187 5.03124  0.11
H -2.46982 0.36713 6.50505  0.07
H -1.32097 -0.80956 7.17712  0.07
H -2.38100 -1.25909 5.78797  0.07
C 2.97823 -1.34416 -4.06483  -0.08
C 4.16649 -1.57855 -3.24705  -0.25
O 3.80756 -2.61981 -2.33842  -0.21
C 4.87027 -3.22372 -1.66320  -0.26
C 4.47601 -4.51795 -0.99774  -0.06
H 3.09872 -0.60169 -4.85370  0.09
H 2.72464 -2.30939 -4.50314  0.07
H 2.05689 -1.04793 -3.56336  0.07
H 4.96608 -1.97740 -3.87129  0.13
H 4.45155 -0.69339 -2.67842  0.13
H 5.59568 -3.46059 -2.44151  0.12
H 5.22769 -2.49804 -0.93263  0.13
H 4.16238 -5.34515 -1.63450  0.08
H 3.64677 -4.36568 -0.30688  0.06
H 5.29833 -4.89406 -0.38912  0.08
C 3.58417 1.18057 0.22078  -0.07
C 2.67352 2.04065 1.00770  -0.29
O 3.46303 3.08975 1.55191  -0.16
C 2.69229 4.13331 2.13248  -0.28
C 3.72189 5.09917 2.63592  -0.08
H 3.94786 1.83136 -0.57439  0.07
H 4.43009 0.85506 0.82623  0.09
H 3.09951 0.31002 -0.22121  0.06
H 1.90298 2.43744 0.34669  0.10
H 2.23340 1.53058 1.86456  0.10
H 1.98590 4.66896 1.49830  0.12
H 2.22350 3.68941 3.01072  0.10
H 4.36427 4.68300 3.41197  0.08
H 3.22261 5.94361 3.11103  0.08
H 4.32603 5.47510 1.81022  0.08
C -4.18146 0.62597 3.15387  -0.06
C -4.77278 1.68495 2.20655  -0.26
O -4.04934 1.54054 0.98915  -0.21
C -4.60731 2.30652 -0.12491  -0.23
C -3.65155 2.25559 -1.33951  -0.05
H -3.74378 -0.21835 2.62128  0.05
H -3.37613 1.02024 3.77362  0.05
H -4.96260 0.22890 3.80214  0.08
H -5.83956 1.47827 2.12072  0.11
H -4.63463 2.70509 2.56479  0.11
H -5.53789 1.83239 -0.43688  0.11
H -4.84858 3.32794 0.16934  0.11
H -3.28495 1.24895 -1.54044  0.05
H -2.76812 2.87378 -1.17979  0.04
H -4.09675 2.70155 -2.22889  0.08
C -3.59969 -6.53762 -0.25856  -0.07
C -3.25944 -5.23838 0.50694  -0.26
O -3.94235 -4.09081 -0.02551  -0.15
C -3.61446 -2.85480 0.55216  -0.27
C -4.51144 -1.73936 -0.02014  -0.05
H -3.06167 -7.33622 0.25221  0.08
H -4.67082 -6.73815 -0.28265  0.07
H -3.24474 -6.39668 -1.27946  0.06
H -3.49425 -5.34769 1.56572  0.12
H -2.17349 -5.21592 0.41581  0.08
H -3.70055 -2.79022 1.63684  0.11
H -2.55711 -2.65683 0.37632  0.10
H -5.54528 -1.77053 0.32380  0.08
H -4.47387 -1.68301 -1.10803  0.05
H -4.15831 -0.75925 0.30047  0.04
C 0.13336 2.35589 -4.50607  -0.05
C 0.27617 3.43679 -3.39190  -0.28
O 1.63707 3.64872 -3.05874  -0.15
C 1.79083 4.67459 -2.08631  -0.28
C 3.29376 4.89906 -1.98646  -0.06
H 0.62532 2.78824 -5.37736  0.07
H 0.57495 1.39942 -4.22630  0.05
H -0.91121 2.11624 -4.70488  0.07
H -0.27652 4.31842 -3.71650  0.12
H -0.22057 3.05626 -2.49941  0.09
H 1.30717 5.59021 -2.42662  0.11
H 1.32091 4.42737 -1.13439  0.09
H 3.54867 5.58050 -1.17482  0.07
H 3.70227 5.23415 -2.93984  0.08
H 3.78167 3.98083 -1.65953  0.06
C -1.22806 -0.67099 -7.64446  -0.05
C -0.81645 -1.38248 -6.32467  -0.30
O -1.91315 -1.26586 -5.51138  -0.16
C -1.88604 -1.95235 -4.27289  -0.26
C -3.16597 -1.62517 -3.46199  -0.04
H -1.49126 0.35969 -7.40671  0.07
H -0.50441 -0.76972 -8.45358  0.07
H -2.21615 -1.02465 -7.93891  0.07
H -0.57519 -2.43026 -6.50370  0.11
H 0.07368 -0.93875 -5.87872  0.10
H -1.84381 -3.03422 -4.39891  0.10
H -0.93695 -1.85647 -3.74550  0.10
H -3.30645 -2.42325 -2.73300  0.06
H -4.05863 -1.42650 -4.05511  0.08
H -3.05328 -0.68838 -2.91625  0.05
C -1.43259 5.40764 -0.17144  -0.06
C -1.68485 4.34321 0.90735  -0.26
O -0.95699 4.79923 2.06354  -0.17
C -1.05142 3.82377 3.12138  -0.26
C -0.53956 4.48107 4.39449  -0.06
H -2.06761 6.28349 -0.03828  0.08
H -0.40691 5.75739 -0.28873  0.06
H -1.73872 4.97271 -1.12287  0.05
H -2.75399 4.24559 1.09577  0.10
H -1.34115 3.33430 0.67914  0.09
H -2.07905 3.49916 3.28480  0.11
H -0.42205 2.97191 2.86384  0.10
H -1.17727 5.32984 4.64154  0.08
H 0.44762 4.92687 4.27270  0.06
H -0.47115 3.68848 5.13962  0.07

Atoms 1-3, force components in eV/Å:
-0.78 -0.82 -0.20
-0.05 0.57 -0.34
-0.48 -0.63 0.84


No. 2
C41H108O13 | wB97M-V/def2-TZVPD

Values from the calculation:
energy: -2604.8929 a.u.
strongest force on any atom: 2.0 eV/Å
gap between HOMO and LUMO: 0.3612 hartree

Each line ends with the Löwdin charge.
Atoms and positions in Å:
C 29.19257 14.63542 -14.83453  -0.06
C 30.14628 15.11146 -13.76560  -0.25
O 31.27065 14.25109 -13.72823  -0.16
C 32.25565 14.67033 -12.82580  -0.29
C 33.48975 13.80216 -12.99198  -0.06
H 28.23636 15.16160 -14.90543  0.06
H 29.59757 14.72071 -15.84394  0.05
H 28.88152 13.60734 -14.63604  0.08
H 30.45869 16.14928 -13.93944  0.12
H 29.66262 15.07834 -12.78183  0.11
H 32.55611 15.72221 -12.95163  0.10
H 31.89882 14.57821 -11.78800  0.11
H 33.83544 13.75726 -14.02823  0.06
H 33.31331 12.77210 -12.68259  0.09
H 34.31376 14.22882 -12.42022  0.06
C 33.05853 15.70073 -8.69499  -0.05
C 34.33038 16.25123 -9.29670  -0.24
O 34.91754 15.19828 -10.04850  -0.21
C 36.22722 15.46509 -10.52355  -0.26
C 37.29201 15.32645 -9.44769  -0.06
H 32.58911 16.39413 -7.99838  0.08
H 32.35297 15.46722 -9.49310  0.06
H 33.28680 14.77864 -8.15748  0.07
H 34.12413 17.10758 -9.94954  0.11
H 35.02635 16.60822 -8.53260  0.12
H 36.50449 14.76606 -11.31629  0.11
H 36.25582 16.46030 -10.98089  0.11
H 37.23113 14.40385 -8.87353  0.08
H 37.26636 16.14693 -8.72463  0.07
H 38.26538 15.40483 -9.93830  0.08
C 26.27748 13.61202 -16.71249  -0.07
C 27.17542 14.04213 -17.83672  -0.28
O 27.08130 13.08691 -18.88291  -0.15
C 27.93834 13.38932 -19.95976  -0.27
C 29.44116 13.26910 -19.69016  -0.08
H 26.18625 14.37441 -15.93914  0.06
H 25.29878 13.49403 -17.18604  0.08
H 26.53367 12.67477 -16.21753  0.07
H 26.80655 15.02028 -18.17451  0.12
H 28.23781 14.11356 -17.57735  0.09
H 27.69478 12.71587 -20.78264  0.12
H 27.72295 14.41656 -20.27352  0.11
H 29.95569 13.69677 -20.55220  0.08
H 29.85876 12.29452 -19.44971  0.07
H 29.66746 13.91910 -18.84002  0.03
C 36.94620 12.18109 -13.28261  -0.07
C 37.49352 11.71012 -14.60283  -0.30
O 37.51772 12.77587 -15.52038  -0.15
C 38.02204 12.37997 -16.77264  -0.30
C 38.04648 13.57720 -17.70140  -0.07
H 36.68375 11.33817 -12.64070  0.08
H 37.64953 12.79901 -12.71839  0.07
H 36.03499 12.77337 -13.36587  0.05
H 38.50350 11.29184 -14.48541  0.12
H 36.88132 10.85635 -14.93071  0.12
H 38.99688 11.89085 -16.65097  0.12
H 37.40265 11.61132 -17.25860  0.12
H 37.03596 13.97194 -17.82080  0.06
H 38.44105 13.29652 -18.67729  0.08
H 38.64273 14.39966 -17.30550  0.06
C 38.01855 17.39110 -17.22304  -0.07
C 37.27688 17.98689 -16.03097  -0.28
O 35.88653 17.76927 -16.10601  -0.16
C 35.40293 16.61338 -15.44172  -0.27
C 33.91954 16.58240 -15.72847  -0.05
H 37.58097 16.42081 -17.45965  0.05
H 37.86989 18.01425 -18.10696  0.07
H 39.09307 17.31218 -17.06072  0.08
H 37.70321 17.64582 -15.07996  0.12
H 37.39827 19.07463 -16.05910  0.12
H 35.91311 15.70146 -15.78127  0.12
H 35.60718 16.64925 -14.36450  0.11
H 33.72907 16.45289 -16.79314  0.08
H 33.56626 17.56026 -15.39469  0.06
H 33.36467 15.80145 -15.20622  0.04
C 28.10667 8.42887 -17.69003  -0.07
C 28.55122 9.83293 -17.32014  -0.28
O 29.30734 9.73174 -16.11942  -0.16
C 30.07058 10.88615 -15.83123  -0.28
C 30.75220 10.65826 -14.49000  -0.07
H 29.00768 7.84433 -17.87884  0.08
H 27.54004 8.01036 -16.86067  0.08
H 27.52239 8.44728 -18.60959  0.07
H 29.14423 10.24061 -18.14449  0.11
H 27.70866 10.49680 -17.11763  0.11
H 30.84223 11.13534 -16.56145  0.10
H 29.34615 11.69553 -15.66512  0.10
H 31.55673 9.92480 -14.61594  0.08
H 30.10127 10.30559 -13.69176  0.08
H 31.26259 11.54572 -14.10652  0.05
C 31.39499 19.93333 -15.13541  -0.06
C 30.53552 20.87617 -14.32581  -0.49
C 30.87349 22.34276 -14.67013  -0.05
O 29.16567 20.62682 -14.62497  -0.05
H 32.46054 20.06155 -14.93828  0.08
H 31.26382 20.04749 -16.21254  0.07
H 31.14654 18.88851 -14.92385  0.07
H 30.73946 20.70462 -13.26120  0.12
H 30.05788 23.01770 -14.40529  0.07
H 30.99804 22.45297 -15.74818  0.08
H 31.78272 22.63858 -14.14322  0.08
H 28.63344 21.22450 -14.09196  0.09
C 30.59295 17.84068 -11.08862  -0.05
C 29.22338 17.30737 -10.74653  -0.49
C 29.34071 16.04225 -9.92944  -0.06
O 28.57621 18.35989 -10.00351  -0.05
H 31.09418 18.17936 -10.17754  0.08
H 30.53958 18.69475 -11.76373  0.07
H 31.22865 17.03204 -11.45668  0.06
H 28.60276 17.04037 -11.60828  0.10
H 29.80831 15.23698 -10.50015  0.06
H 28.37581 15.66284 -9.58406  0.09
H 29.99887 16.21867 -9.07315  0.08
H 27.85317 17.94336 -9.51866  0.08
C 29.99104 17.75475 -20.19326  -0.05
C 29.64632 17.03086 -18.90959  -0.46
C 30.67239 17.22986 -17.81206  -0.03
O 28.36268 17.46063 -18.42991  -0.07
H 30.93938 17.39130 -20.58954  0.08
H 30.03504 18.83419 -20.02253  0.08
H 29.21149 17.60272 -20.94167  0.08
H 29.52663 15.96994 -19.13496  0.11
H 30.88373 18.28745 -17.66259  0.07
H 31.58159 16.64982 -17.98391  0.07
H 30.28701 16.81333 -16.87596  0.07
H 28.42493 18.37913 -18.13484  0.10
C 34.45891 11.66133 -7.77824  -0.09
C 34.01529 11.82530 -9.24034  -0.33
O 34.98437 12.48832 -10.00550  -0.09
H 33.72352 11.05057 -7.25031  0.07
H 34.53089 12.61853 -7.24918  0.06
H 35.47680 11.27189 -7.73588  0.07
H 33.04423 12.33584 -9.22023  0.11
H 33.89929 10.81609 -9.63997  0.11
H 34.91636 13.45994 -9.92680  0.04
C 32.35409 13.48919 -16.38328  -0.08
C 33.05386 13.22148 -17.70407  -0.27
O 32.45730 14.12255 -18.65892  -0.10
H 32.60405 12.65382 -15.72017  0.07
H 31.27178 13.50236 -16.49549  0.06
H 32.66973 14.40748 -15.89418  0.03
H 32.91709 12.18112 -18.01038  0.11
H 34.11606 13.47441 -17.62708  0.10
H 32.71240 13.88012 -19.55564  0.08
C 34.20146 18.48662 -12.62224  -0.07
C 33.79229 19.72823 -11.86884  -0.30
O 34.95960 20.28307 -11.24014  -0.08
H 34.63748 17.72299 -11.98044  0.05
H 34.91660 18.77291 -13.39537  0.08
H 33.33473 18.06410 -13.13540  0.06
H 33.05935 19.54532 -11.07439  0.10
H 33.36054 20.48060 -12.53733  0.10
H 34.79731 21.20797 -11.04140  0.08
C 27.04033 18.01539 -13.74748  -0.07
C 27.42849 18.11188 -15.20897  -0.34
O 26.80240 17.08760 -15.96625  -0.09
H 27.36723 17.02559 -13.42039  0.06
H 25.95703 18.07268 -13.63831  0.08
H 27.48936 18.79679 -13.13887  0.07
H 28.51604 18.14801 -15.34955  0.09
H 27.10195 19.07072 -15.63990  0.11
H 27.12216 17.14870 -16.87789  0.04

Atoms 1-3, force components in eV/Å:
-0.65 -0.22 -0.28
-0.28 -0.04 0.13
-0.11 0.29 -0.34


In the order shown, the computed E_HOMO values come out to -0.3437; -0.3437 hartree.